Entry from OMol25: a cluster of 9 separate species, C60H52BrN2O22P2 in total (the ωB97M-V functional and the def2-TZVPD basis).

Structure (XYZ):
```
139
Properties=species:S:1:pos:R:3:forces:R:3:mulliken_charge:R:1
C -1.708 -6.121 0.420 -0.53 -0.98 0.20 -0.52
O -0.863 -5.745 1.497 -0.39 0.84 -0.52 -0.44
C -0.186 -4.512 1.269 1.13 0.12 -0.60 -0.14
C 1.060 -4.646 0.300 -1.14 0.51 1.03 -0.60
C 1.575 -3.184 0.049 0.57 -0.41 -0.37 -0.31
C 1.134 -2.556 -1.317 0.04 -0.20 0.32 -1.41
C -0.391 -2.611 -1.621 1.45 -0.72 -1.14 0.13
O -1.166 -1.660 -0.843 -1.35 -0.60 -0.89 -0.23
C -2.469 -1.604 -1.218 -0.31 0.24 0.31 -0.05
O -3.115 -0.585 -1.214 0.49 -0.80 0.18 -0.50
C -3.257 -2.891 -1.636 0.02 -1.74 -0.90 0.41
C -3.199 -3.336 -3.020 -0.67 -0.43 1.07 -0.57
C -3.870 -4.521 -3.426 0.64 1.49 0.80 -0.43
N -4.587 -5.260 -2.501 1.80 0.99 0.76 0.39
P -5.370 -6.789 -3.099 -2.12 -1.53 -0.54 0.17
O -5.781 -7.684 -1.766 1.79 1.10 -1.16 -0.41
Br -3.747 -8.016 -4.093 -0.26 0.64 0.96 -0.07
C -4.691 -4.841 -1.206 0.32 0.55 0.46 -0.29
C -4.054 -3.668 -0.717 1.16 1.00 -1.48 -0.07
P -4.292 -3.214 1.065 -1.56 -0.96 3.11 1.23
N -4.961 -4.439 1.773 -0.09 0.90 -0.85 -0.96
O -5.193 -1.848 1.180 1.37 -1.08 -1.43 -0.45
O -2.885 -2.910 1.809 -0.63 0.38 -1.66 -0.52
H -2.758 -6.294 0.783 0.81 0.26 -0.04 0.30
H -1.779 -5.365 -0.396 0.37 -0.42 0.42 0.00
H -1.347 -7.108 0.038 -0.23 0.81 -0.12 0.32
H 0.177 -4.134 2.253 -0.38 -0.30 -0.62 0.39
H -0.845 -3.739 0.808 0.12 -0.54 0.57 0.10
H 0.673 -5.147 -0.621 0.67 0.29 0.47 0.33
H 1.817 -5.281 0.818 -0.47 0.46 -0.68 0.31
H 2.690 -3.235 0.031 -0.82 0.29 0.09 0.30
H 1.288 -2.526 0.904 0.16 -0.44 -0.58 0.28
H 1.626 -3.160 -2.119 -0.52 0.40 0.46 0.39
H 1.558 -1.528 -1.419 -0.59 -0.66 0.11 0.41
H -0.714 -3.673 -1.495 -0.12 0.85 0.27 0.11
H -0.517 -2.381 -2.711 0.02 0.05 0.87 0.27
H -2.602 -2.736 -3.730 -0.55 -0.67 0.27 0.52
H -3.811 -4.850 -4.484 -0.16 -0.02 0.94 0.50
H -5.032 -8.260 -1.504 -0.48 0.12 0.27 0.34
H -5.280 -5.457 -0.500 0.42 0.35 -0.43 0.80
H -5.865 -4.181 2.171 0.19 -0.35 0.01 0.22
H -5.299 -1.404 0.319 -0.02 0.19 0.38 0.37
H -2.882 -3.348 2.681 -0.16 -0.06 -0.36 0.32
C -6.048 3.682 1.157 -0.10 0.02 0.14 -0.50
C -5.898 2.818 2.159 -0.05 0.11 -0.08 -0.48
C -4.950 1.684 2.061 -0.02 -0.02 0.21 0.11
O -4.812 0.894 2.971 0.02 0.01 -0.10 -0.56
C -4.174 1.548 0.804 0.02 0.02 -0.05 -0.66
C -4.325 2.411 -0.197 0.09 -0.11 -0.03 0.11
C -5.273 3.546 -0.098 -0.10 0.09 0.04 0.16
O -5.408 4.336 -1.010 0.11 -0.01 -0.08 -0.49
H -6.736 4.518 1.210 0.02 0.02 -0.06 0.56
H -6.455 2.903 3.084 0.03 -0.03 0.01 0.45
H -3.486 0.716 0.749 0.02 0.04 0.06 0.69
H -3.767 2.327 -1.122 -0.01 0.01 -0.01 0.62
C -0.289 -6.259 -8.825 0.06 -0.04 -0.10 -0.37
C -0.059 -7.397 -9.477 0.01 0.19 0.04 -0.39
C -0.589 -8.690 -8.980 0.09 -0.16 -0.18 0.30
O -0.380 -9.726 -9.570 -0.04 0.07 0.08 -0.51
C -1.387 -8.665 -7.730 -0.12 0.04 0.19 -0.19
C -1.614 -7.526 -7.081 0.03 -0.12 -0.07 0.20
C -1.085 -6.237 -7.577 0.02 0.17 0.01 0.44
O -1.299 -5.199 -6.979 -0.06 -0.09 0.06 -0.55
H 0.090 -5.306 -9.172 -0.02 0.01 0.03 0.41
H 0.520 -7.433 -10.391 -0.01 -0.05 0.01 0.41
H -1.767 -9.617 -7.381 0.03 -0.03 -0.06 0.42
H -2.191 -7.480 -6.167 0.06 0.04 -0.09 -0.16
C 0.353 6.379 1.235 -0.07 0.13 0.09 -0.39
C -0.710 7.115 1.556 0.17 -0.04 0.01 -0.40
C -2.041 6.838 0.968 -0.12 0.16 0.05 0.04
O -3.011 7.508 1.256 0.04 -0.08 -0.03 -0.56
C -2.144 5.711 0.012 0.04 -0.17 -0.10 0.31
C -1.082 4.976 -0.308 -0.18 0.01 0.00 -0.24
C 0.250 5.252 0.280 0.19 -0.07 -0.04 0.16
O 1.217 4.580 -0.011 -0.09 0.01 0.02 -0.57
H 1.334 6.567 1.654 0.01 -0.04 -0.03 0.43
H -0.652 7.942 2.252 -0.05 0.01 -0.01 0.43
H -3.125 5.522 -0.408 -0.03 0.06 0.03 0.33
H -1.139 4.149 -1.005 0.06 0.01 -0.01 0.46
C 4.433 0.214 2.810 -0.03 -0.04 -0.27 -0.51
C 4.631 -0.952 2.202 -0.12 0.18 -0.08 -0.21
C 4.071 -2.206 2.749 0.07 -0.01 0.00 0.75
O 4.253 -3.275 2.193 -0.03 0.01 0.01 -0.71
C 3.281 -2.117 3.997 -0.09 0.03 0.08 -0.61
C 3.083 -0.950 4.607 -0.05 -0.18 0.01 -0.43
C 3.644 0.308 4.059 0.08 0.19 0.11 0.35
O 3.462 1.370 4.612 -0.03 -0.09 -0.04 -0.58
H 4.837 1.142 2.424 -0.01 0.02 0.05 0.46
H 5.206 -1.037 1.288 0.01 -0.04 0.01 0.54
H 2.880 -3.046 4.382 0.04 -0.02 -0.02 0.53
H 2.509 -0.865 5.521 0.02 0.05 0.00 0.46
C -4.322 6.831 -3.091 -0.09 -0.06 0.02 -0.32
C -5.630 6.876 -3.328 0.04 -0.15 0.09 -0.01
C -6.242 8.021 -4.038 -0.05 0.00 -0.16 0.24
O -7.438 8.061 -4.249 0.16 0.02 -0.15 -0.58
C -5.344 9.115 -4.476 0.12 0.08 -0.02 -0.39
C -4.034 9.070 -4.239 -0.13 0.09 -0.06 -0.44
C -3.421 7.922 -3.528 0.16 0.02 0.04 0.23
O -2.228 7.878 -3.312 -0.08 -0.01 0.00 -0.56
H -3.859 6.002 -2.572 -0.02 0.00 -0.02 0.42
H -6.302 6.086 -3.015 0.01 0.01 0.03 0.50
H -5.810 9.944 -4.994 -0.03 -0.02 0.00 0.48
H -3.362 9.859 -4.551 0.03 -0.03 0.02 0.43
C 10.098 -1.992 4.484 -0.05 0.14 0.10 -0.23
C 8.985 -1.311 4.750 0.13 0.02 0.02 -0.54
C 7.692 -1.683 4.131 -0.04 0.08 0.07 0.44
O 6.677 -1.059 4.373 0.12 -0.18 0.05 -0.42
C 7.684 -2.841 3.207 0.01 -0.08 -0.06 -0.07
C 8.797 -3.522 2.941 -0.17 0.02 -0.04 -0.67
C 10.091 -3.150 3.561 0.20 -0.10 -0.04 0.42
O 11.105 -3.770 3.322 -0.07 0.04 0.05 -0.54
H 11.052 -1.735 4.926 0.02 -0.03 -0.03 0.38
H 8.973 -0.463 5.423 -0.04 0.00 -0.01 0.44
H 6.730 -3.100 2.764 0.00 -0.02 0.01 0.36
H 8.810 -4.370 2.269 0.04 0.00 0.01 0.45
C -8.594 10.692 0.613 -0.04 -0.11 0.14 -0.38
C -8.720 9.411 0.952 -0.01 0.13 0.06 -0.40
C -8.512 8.331 -0.041 -0.01 -0.10 0.04 0.27
O -8.628 7.161 0.266 0.05 0.06 -0.01 -0.58
C -8.159 8.731 -1.424 0.00 0.03 0.11 -0.27
C -8.034 10.012 -1.762 0.04 -0.13 -0.03 -0.15
C -8.241 11.093 -0.770 0.02 0.18 -0.06 0.19
O -8.125 12.261 -1.077 0.00 -0.08 0.03 -0.54
H -8.742 11.495 1.324 0.01 0.03 -0.04 0.41
H -8.976 9.100 1.957 0.00 -0.03 -0.02 0.42
H -8.013 7.930 -2.133 -0.13 -0.02 0.05 0.56
H -7.778 10.322 -2.767 -0.04 0.02 0.00 0.47
C 14.677 -2.099 6.407 -0.09 -0.06 -0.13 -0.33
C 14.269 -1.919 5.152 -0.03 -0.15 0.10 -0.36
C 14.442 -0.616 4.468 -0.02 0.03 -0.17 0.38
O 14.068 -0.450 3.325 -0.02 0.00 0.09 -0.56
C 15.088 0.477 5.232 0.07 0.08 0.13 -0.37
C 15.496 0.297 6.486 -0.02 0.11 -0.14 -0.33
C 15.323 -1.006 7.171 0.08 -0.03 0.19 0.35
O 15.696 -1.171 8.313 -0.04 0.01 -0.08 -0.54
H 14.558 -3.043 6.924 0.03 0.02 0.03 0.42
H 13.795 -2.707 4.579 -0.01 0.03 -0.05 0.51
H 15.206 1.421 4.715 -0.02 -0.02 -0.04 0.41
H 15.969 1.084 7.059 0.00 -0.04 0.03 0.41
```
Forces are in eV/Å.

Its charge is +1. The largest force on an atom is 3.61 eV Å⁻¹. The molecular weight comes out at 1294.9 g/mol. The calculation puts the total energy at -199693.3903 eV. For the HOMO energy, the calculation gives -11.1 eV.